(1)
A molecular structure, C49H122NO22Zn in a non-equilibrium geometry. Source: OMol25; level of theory: ωB97M-V/def2-TZVPD.

Each line ends with the Mulliken charge.
Geometry (Å):
Zn -24.620 3.370 -13.554  2.393
O -25.790 -2.926 -9.911  -0.647
O -25.120 2.644 -6.354  -0.562
O -17.371 -3.617 -14.702  -0.493
O -14.241 1.729 -11.491  -0.550
O -20.929 -2.621 -5.611  -0.556
O -24.319 4.444 -15.424  -0.757
O -22.355 4.327 -18.223  -0.541
O -24.504 5.307 -12.583  -0.406
O -20.630 -4.976 -11.939  -0.633
O -25.034 1.646 -14.554  -0.220
O -19.963 8.126 -10.012  -0.632
O -15.906 -0.431 -8.603  -0.654
O -19.791 8.270 -17.493  -0.572
O -25.478 2.743 -11.800  -0.065
O -16.177 3.244 -7.530  -0.623
O -19.089 -2.812 -17.015  -0.627
O -26.926 4.021 -14.133  -0.677
O -22.702 2.578 -13.047  0.566
O -15.093 2.984 -17.210  -0.577
O -15.501 7.516 -12.407  -0.489
O -26.356 7.695 -18.066  -0.696
O -28.745 6.988 -17.324  -0.691
N -21.316 2.671 -12.593  0.616
C -20.221 5.722 -10.499  -0.608
C -21.936 -1.867 -6.312  -0.544
C -27.906 5.301 -15.742  -0.803
C -18.915 2.957 -13.200  -0.790
C -24.304 1.023 -15.546  -0.283
C -15.908 2.285 -16.292  0.211
C -18.490 1.919 -12.206  2.223
C -16.542 7.788 -13.337  -0.437
C -17.333 2.959 -8.271  1.134
C -16.725 -2.882 -13.686  -0.803
C -27.798 6.307 -16.818  0.472
C -24.501 -2.259 -11.884  -0.648
C -21.385 7.125 -16.194  -0.550
C -20.352 -3.646 -12.144  1.069
C -23.350 5.941 -12.091  0.802
C -20.028 -1.713 -16.797  1.017
C -24.640 -2.168 -10.363  0.684
C -16.395 -0.547 -9.981  0.725
C -26.375 6.716 -17.297  0.243
C -23.201 7.186 -12.923  -1.369
C -21.467 3.296 -18.430  0.893
C -26.779 4.779 -15.166  0.290
C -17.153 1.648 -16.977  -0.708
C -19.805 7.119 -10.998  -0.147
C -14.323 2.651 -12.532  0.038
C -25.412 5.063 -15.801  0.208
C -26.862 0.961 -11.265  -1.632
C -20.505 1.877 -14.883  0.111
C -23.785 2.445 -6.754  -0.338
C -14.873 3.933 -11.949  -0.528
C -23.664 0.928 -6.972  -0.312
C -17.223 -1.392 -13.656  0.496
C -21.190 0.312 -11.742  0.138
C -17.589 -1.479 -10.035  -0.863
C -16.980 6.390 -13.838  -0.239
C -20.270 -0.901 -18.038  -1.020
C -23.547 -0.241 -15.097  -0.827
C -25.430 1.428 -11.286  0.803
C -18.482 3.397 -7.369  -1.203
C -21.687 2.237 -10.146  -0.961
C -20.751 3.399 -19.796  -1.418
C -21.720 -1.929 -7.868  -0.353
C -20.583 4.260 -14.395  -0.497
C -20.378 2.907 -13.721  2.300
C -20.930 1.812 -11.444  2.356
C -25.250 5.969 -16.824  -0.884
C -20.409 7.007 -17.349  -0.367
C -19.452 1.892 -11.013  -0.100
C -21.253 -3.295 -13.324  -0.488
H -14.242 4.404 -11.195  0.452
H -26.094 3.270 -11.286  0.194
H -17.195 -0.986 -14.667  0.290
H -21.126 -0.322 -10.857  0.085
H -15.560 -0.845 -10.614  0.351
H -25.947 -2.717 -8.987  0.323
H -23.250 2.805 -5.876  0.477
H -16.161 8.428 -14.132  0.340
H -20.639 -1.442 -18.909  0.452
H -21.673 -2.956 -8.231  0.516
H -15.653 -2.975 -13.858  0.416
H -20.532 -0.084 -12.515  -0.620
H -20.769 -1.511 -8.200  0.175
H -22.099 7.936 -16.342  0.607
H -22.379 7.808 -12.568  0.324
H -20.453 4.443 -19.897  0.305
H -20.356 5.010 -11.313  -0.057
H -25.157 6.011 -12.558  0.252
H -25.373 -1.816 -12.365  0.277
H -16.867 1.150 -17.903  0.521
H -20.393 7.357 -11.884  -0.094
H -21.091 -0.196 -17.912  0.063
H -20.353 5.044 -13.673  -0.135
H -17.695 2.558 -17.233  0.230
H -27.505 1.546 -10.608  0.500
H -19.441 3.252 -7.866  0.121
H -20.960 -2.030 -16.329  0.080
H -19.982 4.388 -15.294  0.671
H -18.543 0.984 -12.764  -1.535
H -22.526 5.251 -12.274  -0.646
H -19.297 -3.540 -12.396  -0.323
H -25.879 1.191 -14.551  0.121
H -15.295 8.300 -11.893  0.272
H -15.023 2.284 -13.282  -0.071
H -22.892 -2.299 -6.014  0.322
H -24.886 -1.142 -10.087  -0.294
H -25.166 3.513 -5.949  0.304
H -16.108 3.002 -15.496  -0.218
H -23.656 1.770 -16.003  -0.475
H -21.458 3.281 -9.931  -0.032
H -22.817 -0.048 -14.311  -0.113
H -23.574 -1.786 -12.211  -0.306
H -21.960 2.341 -18.247  0.090
H -22.303 -3.458 -13.080  0.078
H -13.940 0.879 -11.821  0.299
H -15.815 3.840 -11.410  -0.274
H -19.937 -5.380 -11.411  0.364
H -21.945 6.209 -16.002  -0.039
H -18.242 -1.293 -13.283  -0.836
H -24.242 0.589 -7.832  0.020
H -16.991 -3.380 -12.753  0.304
H -20.440 0.823 -14.616  -0.458
H -21.013 -3.864 -14.222  0.486
H -20.959 6.699 -18.238  0.378
H -19.296 8.276 -18.316  0.314
H -23.033 -0.714 -15.934  0.417
H -19.411 -0.289 -18.314  0.207
H -23.537 2.970 -7.677  0.114
H -23.978 0.344 -6.106  0.460
H -21.460 3.186 -20.597  0.385
H -21.160 -2.223 -13.496  -0.250
H -18.642 -3.022 -16.192  0.335
H -15.544 2.584 -7.821  0.361
H -18.074 -1.513 -11.011  -0.124
H -22.526 -1.445 -8.419  -0.127
H -23.745 -2.382 -9.779  0.048
H -20.763 3.460 -17.614  -0.350
H -19.899 2.720 -19.815  0.358
H -22.772 2.163 -10.211  -0.659
H -17.329 3.461 -9.238  -0.219
H -21.152 5.775 -9.934  0.290
H -18.654 3.950 -12.835  -0.550
H -19.434 7.908 -9.241  0.356
H -24.852 0.767 -11.931  -0.363
H -19.161 1.060 -10.372  0.512
H -24.019 7.894 -12.788  0.548
H -22.665 0.689 -7.338  -0.155
H -18.559 2.739 -6.503  0.411
H -22.878 4.146 -17.438  0.126
H -17.310 5.792 -12.989  -0.153
H -17.766 1.125 -16.243  0.063
H -21.393 1.587 -9.321  0.044
H -18.340 -1.243 -9.281  0.220
H -17.352 1.876 -8.395  -0.140
H -25.001 1.500 -10.287  -0.081
H -23.473 6.239 -11.050  0.200
H -17.282 -2.513 -9.878  0.508
H -22.231 0.115 -12.001  -0.854
H -20.856 7.318 -15.260  0.197
H -19.588 6.355 -17.050  0.128
H -24.275 6.140 -17.255  0.370
H -19.467 -1.082 -16.108  -0.437
H -16.136 5.900 -14.323  0.298
H -15.080 4.607 -12.780  0.072
H -25.059 0.763 -16.288  0.743
H -27.283 1.039 -12.267  0.331
H -18.765 7.123 -11.325  0.194
H -19.701 2.041 -15.601  -0.023
H -18.210 2.933 -14.031  0.139
H -21.619 4.431 -14.688  -1.259
H -24.248 -0.981 -14.711  0.443
H -16.491 -0.767 -13.143  0.241
H -18.382 4.446 -7.092  0.305
H -21.475 2.031 -15.355  -1.030
H -17.455 2.068 -11.896  -0.557
H -16.668 0.416 -10.413  -0.338
H -17.178 -4.536 -14.499  0.268
H -22.919 7.061 -13.969  0.207
H -28.824 5.065 -15.225  0.406
H -20.647 -3.028 -11.296  -0.207
H -21.978 -0.860 -5.896  0.302
H -19.433 5.268 -9.899  0.632
H -21.112 -2.449 -4.684  0.315
H -26.942 -0.046 -10.856  0.363
H -24.424 -3.315 -12.141  0.691
H -14.456 3.456 -16.668  0.331
H -13.345 2.777 -12.996  0.503
H -17.792 6.561 -14.543  0.193
H -15.304 1.517 -15.810  0.194
H -15.384 0.374 -8.620  0.306
H -19.333 2.822 -10.456  -0.828
H -17.345 8.284 -12.792  0.317

The charge is -1. The calculation puts the HOMO energy at -4.241 eV. The frontier orbital gap comes out at 5.582 eV. The energy relative to the best compared isomer or geometry (same formula, charge and spin) is 2.9020 eV.


(2)
2 unconnected molecules or ions with the total composition C5H14 in a non-equilibrium geometry. Source: OMol25; level of theory: ωB97M-V/def2-TZVPD.

Each line ends with the natural charge from an NBO analysis.
Geometry (Å):
C 0.846 0.143 2.331  -0.403
C -2.003 -1.004 -2.073  -0.614
C 2.342 0.064 2.073  -0.608
C 0.198 0.927 1.186  -0.609
C -1.186 0.067 -2.864  -0.621
H -1.494 -0.028 -3.909  0.203
H 2.862 -0.820 2.482  0.207
H 2.918 0.953 2.302  0.205
H -0.011 0.231 0.380  0.206
H -1.618 1.009 -2.522  0.214
H -1.574 -2.002 -2.148  0.198
H -0.148 -0.253 -2.745  0.214
H 0.473 -0.888 2.300  0.196
H 0.639 0.549 3.342  0.199
H 0.922 1.659 0.807  0.199
H -1.984 -1.010 -0.957  0.204
H 2.482 -0.123 0.995  0.196
H -0.644 1.540 1.489  0.211
H -3.019 -1.014 -2.468  0.201

The calculation puts the HOMO energy at -11.406 eV. As for the structure (SMILES): CCC.CC. The frontier orbital gap comes out at 12.478 eV. The energy relative to the best compared isomer or geometry (same formula, charge and spin) is 0.7448 eV.